14
Properties=species:S:1:pos:R:3:forces:R:3 method="wB97M-V/def2-TZVPD" e_above_lowest_kj_mol=209.4 spin_multiplicity=1 e_tot_ha=-266.64227 lumo_ha=0.037
C 1.44569 0.15529 -0.52098 -0.1 0.0 -0.3
N 2.27966 0.79906 0.50492 -0.4 -0.1 0.3
C 0.34505 -0.73233 0.00451 -0.1 0.0 0.1
C -0.94822 -0.47277 -0.09979 0.2 0.1 0.1
C -2.11147 0.31002 -0.48175 0.0 0.3 -0.2
N -2.19958 -0.92666 0.34114 0.0 -0.2 0.2
H 2.12231 -0.41135 -1.16950 -0.1 0.0 0.0
H 0.99876 0.93796 -1.14132 0.0 -0.1 0.0
H 2.94886 0.13278 0.87700 -0.1 0.1 0.0
H 0.62310 -1.63314 0.55051 0.0 0.2 0.1
H 1.68088 1.08764 1.28533 0.4 -0.1 -0.3
H -2.56657 0.19880 -1.46271 0.2 0.0 0.1
H -2.28025 1.27953 -0.01659 0.1 -0.2 0.0
H -2.33824 -0.72482 1.32924 0.0 -0.1 -0.1